No. 1
ORCA calculation (ωB97M-V with the def2-TZVPD basis set) on C21H55Li4N5O10 as an isolated structure at a distorted geometry.

Positions of all 95 atoms, in Å:
O -0.6264 0.2146 -1.3029
O 0.9728 5.6094 -3.3662
O -0.9369 3.9999 -1.3934
O 1.2327 -4.6195 2.9780
O 3.1976 -0.8725 -3.4705
O -3.4786 -1.8142 -0.3799
O 0.6792 -2.6421 -2.2137
O 1.9421 4.0706 0.3450
O 3.4934 -5.5402 7.1925
O -4.2736 2.9306 -2.6860
N 1.6871 3.0280 -2.2084
N -4.3848 0.8384 -0.8589
N -1.6624 2.8597 0.2440
N 4.1551 -5.1413 4.0767
N -1.9588 4.9831 0.4159
C -1.4544 3.9565 -0.2807
C -4.7527 -1.4018 0.1668
C -3.2275 -3.1624 -0.2448
C 2.3151 3.5130 -3.4293
C 0.0714 -4.9711 2.1680
C 4.4736 -4.5680 7.3066
C 3.6395 -6.4048 6.1112
C 0.1685 6.5590 -4.1171
C -5.5184 1.1377 -1.7772
C -3.3505 3.3849 -3.6764
C -4.8216 0.1307 0.3355
C 2.0322 2.6609 0.1429
C 2.6616 2.3915 -1.2780
C 2.4866 -4.7319 2.2130
C 1.6383 4.4527 1.6082
C 3.0659 -5.7102 4.8111
C -5.0420 1.8416 -3.0316
C -0.2060 -0.8939 -0.4212
C 3.6224 -4.1848 3.0970
C 1.4719 4.4935 -4.1369
C 0.8658 -1.9254 -1.0090
Li -2.7432 -0.2752 -1.5484
Li -0.6763 -1.2452 -3.2342
Li 0.3299 -4.0085 -3.8310
Li 0.3535 1.5727 -2.5988
H 0.9258 5.2759 1.6615
H 2.5330 2.6734 -4.0894
H -5.4815 -1.7738 -0.5533
H -0.2067 7.2854 -3.3963
H 0.9380 3.7671 2.0854
H 1.0175 2.2626 0.1521
H 3.6886 2.7551 -1.3114
H 1.4932 3.7720 -1.5534
H -1.8520 2.9429 1.2325
H -2.9195 -3.6125 0.6989
H 0.2998 -6.0358 2.1208
H -5.8065 0.4833 0.6416
H 3.2969 3.9191 -3.1859
H 1.1454 -2.5687 -0.1746
H 4.6127 -6.8913 6.0449
H 2.6551 -5.7382 1.8293
H -6.0424 0.1899 -1.8997
H -2.4959 -3.2036 -1.0517
H 1.7474 -1.3212 -1.2231
H -4.0390 3.6783 -4.4688
H 2.7589 2.1396 0.7659
H 2.2778 -5.0260 5.1256
H 2.5148 -0.6256 -4.0943
H 2.6233 1.3207 -1.4781
H 4.2096 -3.8169 8.0510
H -4.0038 -3.7209 -0.7679
H 4.8506 -4.7655 4.7054
H 2.5135 -6.4167 4.1915
H -5.9996 2.0651 -3.5018
H 0.8229 7.1062 -4.7957
H -4.9484 -1.7919 1.1656
H 0.1623 -0.3234 0.4315
H -2.5890 2.6497 -3.9369
H -0.5235 6.1264 -4.8397
H 2.9245 -7.1902 6.3564
H -4.0060 1.7741 -0.8277
H -2.8460 4.2897 -3.3374
H 4.4736 -3.8981 2.4795
H 2.4629 4.8182 2.2201
H -0.8854 -4.9096 2.6865
H 2.7221 -1.2561 -2.7336
H 2.4887 -4.1332 1.3021
H 0.0607 -4.3602 1.2653
H 2.1496 4.9359 -4.8669
H -1.3455 2.0602 -0.2855
H 3.3959 -3.2371 3.5857
H -6.1948 1.8113 -1.2511
H -2.2402 4.9505 1.3854
H -1.8872 5.8830 -0.0370
H -4.3558 1.2281 -3.6154
H -1.1558 -1.3079 -0.0827
H 0.7054 3.9353 -4.6744
H 4.5915 -3.9941 6.3875
H 5.4163 -5.0177 7.6183
H -4.0954 0.3210 1.1258

As for the spin multiplicity: 2. The calculation puts the LUMO energy (alpha / beta) at -0.3315 / -0.3997 hartree. Its net charge is +3.

No. 2
ORCA calculation (ωB97M-V with the def2-TZVPD basis set) on a 6-piece molecular cluster, C21H55NO7 overall at a distorted geometry.

Positions of all 84 atoms, in Å:
O 1.6157 7.7135 3.0726
O 2.3424 -2.7025 2.4875
O -1.3986 2.0620 -1.5805
O 0.2476 -7.0677 -0.4677
O -4.8471 -0.3665 -3.4180
O -2.3131 9.1524 1.8249
O 4.5723 -5.3403 -3.8065
N 0.6388 -5.8848 1.8409
C -0.8661 -6.3440 -0.0636
C 0.0206 0.5598 -0.3784
C 2.1609 -4.1011 2.5642
C 3.6563 -2.2642 2.9678
C 0.2025 -8.4787 -0.4481
C -4.3836 -1.1319 -4.4675
C -2.8894 -1.0460 -4.6828
C 2.6237 6.7668 3.1692
C -1.9535 1.6731 0.6619
C 3.9608 -5.1511 -2.5024
C -4.3798 8.6545 0.5544
C 4.9316 -5.8270 -1.4803
C -5.0404 -0.5783 -5.7732
C -3.3974 8.1943 1.6383
C 2.0230 5.3699 3.0851
C 3.7422 -3.6477 -2.2437
C 3.6865 7.1321 2.0725
C -4.0454 8.0287 3.0417
C 0.8043 -4.4033 1.9793
C -0.8066 -6.1950 1.5165
C -0.8768 1.7645 -0.3901
H 0.7471 -4.0647 0.9448
H 4.3698 -3.0086 2.6142
H -4.3834 8.9785 3.4562
H 3.0900 6.9176 4.1428
H -3.8958 8.9214 -0.3851
H -0.6619 -8.8313 -1.0108
H 1.4822 5.1249 2.1709
H 2.9690 -4.6639 2.0969
H 1.0558 -8.8572 -1.0111
H -4.6221 -2.1197 -4.0731
H -0.4682 -0.4139 -0.3449
H 4.4734 6.3824 1.9902
H 3.2327 6.9642 1.0958
H -1.0318 -5.3462 -0.4700
H 1.1914 5.2863 3.7847
H -2.3822 2.6466 0.8996
H 0.1323 -3.7938 2.5835
H 3.7988 -2.3197 4.0470
H -1.5383 8.7492 2.2233
H 1.9320 8.4861 2.5989
H -2.6124 0.8576 0.3638
H 4.0280 -4.9737 -4.5072
H 1.1423 -6.1375 1.0026
H -2.5960 -0.1647 -5.2531
H 5.7976 -5.2075 -1.2474
H 2.9534 -5.5559 -2.4055
H 3.0787 -3.1389 -2.9431
H -2.3913 -1.8993 -5.1431
H 2.7128 4.5413 3.2456
H -1.7961 -6.8888 -0.2262
H -5.0479 0.5079 -5.8643
H 5.3527 -6.7181 -1.9460
H -0.7081 2.4828 -2.0979
H -4.9454 7.4467 2.8433
H -6.0613 -0.9597 -5.7532
H 0.6187 0.5763 0.5327
H 3.9387 8.1880 2.1705
H 0.1813 -8.8199 0.5869
H 2.0193 -4.3886 3.6060
H -3.4020 7.3799 3.6360
H -4.4113 0.4882 -3.4519
H -1.5161 -5.4156 1.7943
H -4.5865 -1.0216 -6.6595
H -3.0604 7.2417 1.2296
H 0.7737 0.6275 -1.1634
H 4.0095 -1.2852 2.6442
H 3.3263 -3.4096 -1.2647
H -4.9468 9.5545 0.7925
H -0.3257 2.6342 -0.0322
H -2.4570 -0.8671 -3.6984
H -1.0141 -7.1513 1.9966
H -5.0994 7.8556 0.3759
H 4.4186 -6.1192 -0.5641
H -1.5668 1.2406 1.5847
H 4.6708 -3.0811 -2.3117

The energy above the lowest of the compared OMol25 structures with the same formula, charge and spin comes out at 2.594 eV. As for the spin multiplicity: 1. As for the SMILES: COCCNCCOC.CC(C)O.CC(C)O.CC(C)O.CC(C)O.CC(C)O. The calculation puts the LUMO energy at 0.0135 hartree. Its net charge is 0.